{
  "formula": "C33H55BrCl2IN3O4SSbSi3Ti",
  "method": "ωB97M-V/def2-TZVPD",
  "e_above_lowest_kcal_mol": 41.9,
  "charge": 3,
  "gap_ev": 6.54,
  "fmax_ha_per_bohr": 0.01058,
  "elements": ["Ti", "C", "C", "N", "C", "C", "C", "O", "C", "C", "N", "C", "C", "C", "C", "C", "C", "I", "C", "O", "H", "H", "H", "H", "H", "H", "H", "H", "H", "H", "H", "H", "O", "C", "C", "C", "N", "C", "Br", "C", "H", "H", "H", "H", "C", "Si", "C", "C", "Sb", "Si", "C", "C", "C", "Si", "C", "C", "C", "H", "H", "H", "H", "H", "H", "H", "H", "H", "H", "H", "H", "H", "H", "H", "H", "H", "H", "H", "H", "H", "H", "H", "H", "H", "H", "H", "Cl", "C", "Cl", "H", "H", "C", "C", "S", "O", "C", "C", "H", "H", "H", "H", "H", "H", "H", "H", "H", "H"],
  "xyz": [[-0.93706, 0.08378, 0.91089], [-3.74123, -2.17829, -1.92800], [-3.10097, -0.91812, -2.42569], [-3.48483, -0.43497, -3.60102], [-2.95689, 0.70084, -4.05249], [-2.01002, 1.45189, -3.36424], [-1.51074, 2.77140, -3.91809], [-2.09944, 3.12765, -5.14022], [-1.56222, 0.93847, -2.14793], [-0.54843, 1.58486, -1.25530], [-1.11081, 1.76708, 0.09319], [-1.91912, 2.90357, 0.31238], [-1.52015, 4.17770, -0.09760], [-2.29677, 5.29055, 0.18067], [-3.49188, 5.16079, 0.87639], [-3.91997, 3.90399, 1.27353], [-3.13970, 2.79617, 0.97970], [-3.83183, 0.88499, 1.45241], [-2.12104, -0.25254, -1.69278], [-1.69908, -0.74485, -0.49347], [-4.69729, -2.31081, -2.42787], [-3.89205, -2.14908, -0.84796], [-3.11790, -3.04681, -2.15248], [-3.31197, 1.04404, -5.01539], [-0.44073, 2.70080, -4.12076], [-1.64249, 3.55715, -3.16293], [-2.95899, 3.53668, -4.99410], [-0.18099, 2.53153, -1.64542], [-0.58462, 4.30477, -0.62573], [-1.96363, 6.26682, -0.14487], [-4.09848, 6.02891, 1.09347], [-4.86438, 3.78742, 1.78768], [-3.96565, -4.79130, 3.82714], [-3.22821, -3.81745, 3.31481], [-3.08939, -2.54695, 3.87175], [-2.30968, -1.62994, 3.21400], [-1.65757, -1.85410, 2.05323], [-1.76287, -3.10203, 1.57859], [-0.78304, -3.63593, 0.03551], [-2.52752, -4.09621, 2.14075], [-4.42188, -4.52891, 4.63803], [-3.58280, -2.27553, 4.79551], [-2.20600, -0.63835, 3.62390], [-2.58772, -5.07998, 1.70057], [0.49795, -1.04619, -4.25517], [1.88587, -0.12533, -3.41304], [3.44735, -1.14737, -3.32218], [2.20690, 1.57768, -4.09844], [1.25126, 0.30129, -0.91957], [2.98286, 2.07168, -0.13345], [4.59871, 1.65270, -0.96526], [2.35701, 3.77060, -0.58311], [3.15126, 1.89738, 1.72199], [2.37926, -5.99448, -1.99784], [1.41822, -7.32627, -1.21667], [4.17847, -5.88868, -1.73287], [1.55319, -4.77840, -3.08281], [0.40712, -0.70783, -5.29011], [-0.47141, -0.90155, -3.78008], [0.70963, -2.11690, -4.28200], [3.85498, -1.28360, -4.32764], [3.24663, -2.13639, -2.90461], [4.21852, -0.66901, -2.71825], [2.08488, 1.56548, -5.18453], [3.22801, 1.89600, -3.88609], [1.53265, 2.33496, -3.70093], [4.55253, 1.71862, -2.05168], [4.94810, 0.65548, -0.69030], [5.35756, 2.36394, -0.62832], [2.17535, 3.89756, -1.65178], [3.10461, 4.51273, -0.28952], [1.44167, 4.00153, -0.03541], [2.96526, 0.88063, 2.06994], [2.46151, 2.56727, 2.23720], [4.16440, 2.17305, 2.02367], [1.91275, -7.74660, -0.34146], [1.32472, -8.13359, -1.95753], [0.40336, -7.00997, -0.97055], [4.40405, -5.76959, -0.66844], [4.64609, -5.08339, -2.29672], [4.63660, -6.84053, -2.02731], [1.44780, -3.83489, -2.53136], [0.56194, -5.09965, -3.40163], [2.17494, -4.56621, -3.95627], [1.65333, -1.73231, 2.08708], [1.50423, -2.88028, 3.44444], [0.68411, -2.17882, 4.83740], [2.50495, -3.16943, 3.74250], [0.92823, -3.73018, 3.09533], [-0.68631, 4.42999, 4.50355], [-0.37871, 3.41525, 3.40769], [-1.09528, 1.81843, 3.80647], [-0.57437, 0.85286, 2.70458], [-0.15342, 1.34378, 5.26122], [1.35413, 1.38060, 5.09408], [-0.36876, 5.41488, 4.16518], [-0.15306, 4.21232, 5.42753], [-1.75470, 4.48394, 4.71462], [0.68796, 3.26628, 3.24658], [-0.84759, 3.69496, 2.46449], [-0.52166, 0.34135, 5.48348], [-0.51888, 2.00096, 6.05344], [1.65882, 0.87335, 4.17883], [1.81397, 0.86066, 5.93340], [1.73845, 2.39954, 5.08853]]
}

{
  "formula": "C33H55BrN5O11S2",
  "method": "ωB97M-V/def2-TZVPD",
  "charge": 1,
  "gap_ev": 5.40,
  "fmax_ha_per_bohr": 0.16425,
  "elements": ["C", "C", "C", "C", "C", "C", "C", "C", "C", "O", "C", "N", "C", "S", "C", "C", "C", "C", "N", "O", "C", "C", "C", "N", "N", "N", "C", "Br", "C", "C", "C", "C", "S", "C", "H", "H", "H", "H", "H", "H", "H", "H", "H", "H", "H", "H", "H", "H", "H", "H", "H", "H", "H", "H", "H", "H", "H", "H", "H", "H", "H", "H", "H", "H", "H", "H", "H", "H", "H", "H", "H", "C", "O", "C", "O", "O", "C", "H", "H", "H", "H", "H", "H", "C", "O", "C", "O", "O", "C", "H", "H", "H", "H", "H", "H", "C", "O", "C", "O", "O", "C", "H", "H", "H", "H", "H", "H"],
  "xyz": [[5.88699, -0.06353, 7.58808], [5.66464, -0.56467, 6.02645], [6.96982, -1.17479, 5.22791], [6.71656, -1.68317, 3.67242], [5.19669, -1.58911, 2.98148], [5.10660, -2.18856, 1.43166], [4.28350, -3.63250, 1.40944], [4.44549, -1.14293, 0.35559], [3.87525, -0.98093, 3.80150], [2.58627, -0.99265, 3.09415], [1.84261, 0.26607, 3.25569], [0.37401, -0.07162, 2.92233], [-0.36443, -0.93216, 3.96806], [0.45265, -1.53360, 5.57785], [-1.94299, -1.43874, 3.76330], [-2.66273, -2.34831, 4.92243], [-3.28680, -1.50304, 6.18190], [-2.59602, -0.03989, 6.44722], [-2.77308, 1.19882, 5.59719], [-1.82209, 0.10348, 7.55874], [-2.77471, -1.01612, 2.38044], [-4.30743, -1.50529, 2.06667], [-5.48081, -0.44741, 2.50349], [-6.59777, -1.28845, 3.14784], [-5.06555, 0.58092, 3.53263], [-6.07884, 0.13350, 1.23788], [-1.91237, -0.04643, 1.32871], [-2.83272, 0.53891, -0.37405], [-0.33303, 0.39532, 1.65634], [0.38814, 1.35085, 0.53651], [-0.05424, 2.93106, 0.86072], [1.17363, 3.99124, 0.53909], [1.75644, 4.80557, 2.14905], [4.15154, -0.47438, 5.33554], [6.99676, -0.31232, 7.88797], [5.58244, 1.05432, 7.76837], [5.19614, -0.76690, 8.24902], [8.05217, -1.29128, 5.66277], [7.64017, -2.15155, 3.07892], [6.20326, -2.45532, 1.04228], [3.15421, -3.46319, 1.66508], [4.32652, -4.04709, 0.29116], [4.79868, -4.45665, 2.07498], [3.28368, -1.18525, 0.49075], [4.80432, -0.02964, 0.46659], [4.69396, -1.57462, -0.72553], [1.82024, 0.69431, 4.34653], [2.28923, 1.10017, 2.56716], [1.15509, -2.73009, 5.36261], [-3.56772, -2.97382, 4.46279], [-1.93433, -3.16360, 5.39751], [-3.07761, -2.14983, 7.16331], [-4.46999, -1.44968, 6.09789], [-1.90979, 1.46581, 5.07539], [-3.18719, 1.99224, 6.13348], [-4.44086, -2.58828, 2.50025], [-4.38893, -1.62340, 0.88174], [-6.58968, -2.21794, 2.63341], [-7.53993, -0.88922, 2.92536], [-4.79272, 0.00993, 4.38235], [-4.27960, 1.18495, 3.20595], [-7.00957, 0.57659, 1.40084], [-5.45988, 0.90258, 0.89969], [0.04509, 1.10319, -0.57949], [1.55751, 1.31405, 0.52513], [-1.05175, 3.24029, 0.31596], [-0.26341, 3.00291, 2.01653], [2.06438, 3.44106, -0.01713], [0.83853, 4.88512, -0.17786], [2.85714, 5.64728, 1.92255], [3.25554, -0.04383, 5.98133], [-2.56922, 0.79563, -3.31750], [-2.23380, 1.30447, -4.60701], [-1.13521, 2.10082, -4.62453], [-0.44839, 2.39667, -3.65929], [-0.93312, 2.51111, -5.90210], [0.19802, 3.36271, -6.07301], [-3.46194, 0.17298, -3.42170], [-1.75869, 0.17263, -2.92565], [-2.79871, 1.61378, -2.62735], [1.11914, 2.84231, -5.79129], [0.07914, 4.28361, -5.49299], [0.26363, 3.62916, -7.13149], [-2.66848, 1.56517, -7.68921], [-3.46568, 1.86183, -8.83408], [-3.53620, 0.85521, -9.74134], [-2.99067, -0.23326, -9.64877], [-4.31884, 1.26941, -10.76958], [-4.48377, 0.30486, -11.80705], [-2.68272, 2.43886, -7.03197], [-3.08380, 0.71415, -7.13974], [-1.63144, 1.37055, -7.98080], [-4.97165, -0.59653, -11.42217], [-3.51923, 0.05984, -12.26335], [-5.12665, 0.74209, -12.57597], [1.85917, 0.24510, -2.78778], [2.07829, -1.10915, -3.17797], [2.46121, -1.26273, -4.47071], [2.62291, -0.36489, -5.28231], [2.63300, -2.58838, -4.70414], [3.03940, -2.90214, -6.03466], [1.55746, 0.24933, -1.73685], [2.78072, 0.82834, -2.88381], [1.05342, 0.69169, -3.37911], [4.00813, -2.44469, -6.26046], [2.28076, -2.58137, -6.75589], [3.14639, -3.98788, -6.10824]]
}

{
  "formula": "C33H55Cl14FIN2O3",
  "method": "ωB97M-V/def2-TZVPD",
  "charge": 1,
  "gap_ev": 8.18,
  "fmax_ha_per_bohr": 0.08866,
  "elements": ["C", "C", "C", "O", "C", "C", "C", "F", "C", "C", "C", "O", "C", "O", "C", "C", "C", "C", "C", "C", "N", "C", "N", "C", "C", "I", "H", "H", "H", "H", "H", "H", "H", "H", "H", "H", "H", "H", "H", "H", "H", "H", "H", "H", "H", "H", "H", "H", "H", "H", "H", "H", "H", "Cl", "C", "C", "Cl", "H", "H", "H", "H", "Cl", "C", "C", "Cl", "H", "H", "H", "H", "Cl", "C", "C", "Cl", "H", "H", "H", "H", "Cl", "C", "C", "Cl", "H", "H", "H", "H", "Cl", "C", "C", "Cl", "H", "H", "H", "H", "Cl", "C", "C", "Cl", "H", "H", "H", "H", "Cl", "C", "C", "Cl", "H", "H", "H", "H"],
  "xyz": [[1.95606, -3.19525, 0.14419], [1.49706, -2.05817, 0.11003], [1.12062, -0.52577, 0.06633], [1.78411, 0.00467, -1.08609], [1.83600, 1.44112, -1.07568], [0.30657, 1.97245, -1.16108], [-0.43306, 1.19296, -2.36039], [-1.50401, 0.36116, -1.87331], [2.61651, 2.05513, 0.20631], [2.38325, 3.62366, 0.10331], [3.36971, 4.57118, 0.90268], [3.86991, 5.57110, -0.02875], [4.15169, 1.59296, 0.11240], [4.55121, 1.05546, -1.14668], [5.13918, 2.00041, -2.00604], [6.24162, 2.95614, -1.68746], [6.77885, 3.88091, -2.76102], [6.28453, 3.87240, -4.17833], [5.16847, 2.91369, -4.50055], [4.63444, 2.01679, -3.43969], [1.91450, 1.55810, 1.43725], [2.57163, 1.89493, 2.74413], [1.72379, 2.85173, 3.53006], [2.46801, 3.09389, 4.81771], [1.61712, 0.08042, 1.45028], [-0.08375, -0.16437, 2.83402], [2.63050, -4.06422, -0.06843], [-0.01289, -0.47635, 0.01960], [2.30276, 1.79633, -2.05227], [-0.27682, 1.80648, -0.20646], [0.23648, 3.06547, -1.42973], [0.28652, 0.63624, -3.02849], [-0.93116, 1.97389, -3.02697], [2.48064, 3.89607, -1.00183], [1.31782, 3.93668, 0.37814], [2.74604, 5.17225, 1.64943], [4.18361, 4.07664, 1.50306], [4.78816, 5.33432, -0.26389], [4.88469, 2.36935, 0.48528], [4.24042, 0.72720, 0.85838], [6.66396, 2.97670, -0.63651], [7.61223, 4.61203, -2.52202], [6.68100, 4.51916, -5.00392], [4.71648, 2.80688, -5.53124], [3.80729, 1.29245, -3.71753], [0.98952, 2.03811, 1.46055], [3.59403, 2.36719, 2.66911], [2.69376, 0.99012, 3.42622], [1.63548, 3.73969, 3.02541], [2.91950, 4.13742, 4.80015], [3.32830, 2.37163, 4.96763], [1.80172, 2.98878, 5.72767], [2.50324, -0.51502, 1.83304], [6.04120, -6.42853, 2.37771], [6.28048, -4.70959, 1.98044], [5.16137, -3.84084, 2.51367], [3.61992, -4.12851, 1.65984], [6.37511, -4.62238, 0.89756], [7.22841, -4.40975, 2.43019], [5.40981, -2.78767, 2.37076], [4.99518, -4.01006, 3.57834], [-1.57288, 2.14038, -5.39093], [-0.42690, 2.82542, -6.56819], [0.87329, 2.05661, -6.60280], [1.81117, 2.27132, -5.09971], [-0.26729, 3.87360, -6.31359], [-0.91071, 2.78352, -7.54570], [1.49600, 2.41791, -7.42229], [0.70654, 0.98904, -6.74804], [-3.04824, -3.26841, 3.83396], [-4.01286, -3.15563, 2.33865], [-4.19570, -1.72411, 1.88295], [-5.24888, -0.79685, 2.98098], [-4.97056, -3.64651, 2.51721], [-3.47803, -3.72193, 1.57447], [-4.66978, -1.70694, 0.90051], [-3.24086, -1.20198, 1.80984], [-0.57865, -8.40462, 2.03709], [0.87878, -7.96702, 2.96255], [0.73339, -6.63070, 3.65769], [0.69998, -5.27334, 2.50346], [1.72823, -7.97314, 2.27876], [1.03165, -8.75408, 3.70266], [1.58529, -6.46304, 4.31876], [-0.17646, -6.58710, 4.25700], [-6.84400, -5.12787, 5.24414], [-6.38598, -3.42314, 5.48688], [-6.90984, -2.87112, 6.79455], [-8.68371, -2.69887, 6.79007], [-6.75189, -2.85034, 4.63359], [-5.29509, -3.38552, 5.47897], [-6.49611, -1.87646, 6.96760], [-6.63420, -3.50626, 7.63688], [-4.50002, 2.65805, -11.24480], [-4.16245, 3.17404, -9.57460], [-3.37347, 4.46480, -9.52423], [-1.70244, 4.25545, -10.10995], [-3.63719, 2.36249, -9.06960], [-5.12772, 3.31161, -9.08477], [-3.30562, 4.81696, -8.49359], [-3.84449, 5.24650, -10.12046], [-8.86986, -3.02865, 2.02266], [-10.26566, -3.15400, 3.12417], [-11.39813, -2.23689, 2.71686], [-10.99008, -0.51904, 2.95505], [-9.91835, -2.93909, 4.13527], [-10.60017, -4.19212, 3.09311], [-12.27731, -2.44127, 3.32964], [-11.67156, -2.37754, 1.67075]]
}

{
  "formula": "C33H55ErNP2",
  "method": "ωB97M-V/def2-TZVPD",
  "multiplicity": 4,
  "charge": 1,
  "gap_ev": [7.37, 7.45],
  "fmax_ha_per_bohr": 0.06285,
  "elements": ["Er", "C", "C", "C", "C", "C", "C", "H", "H", "H", "C", "H", "H", "H", "C", "H", "H", "H", "C", "H", "H", "H", "C", "H", "H", "H", "C", "C", "C", "C", "C", "C", "C", "C", "H", "H", "H", "H", "H", "H", "H", "H", "H", "H", "H", "H", "P", "P", "C", "C", "H", "H", "H", "H", "C", "H", "H", "H", "C", "H", "H", "H", "C", "H", "H", "H", "C", "H", "H", "H", "C", "N", "C", "C", "C", "C", "C", "C", "C", "C", "H", "H", "H", "H", "H", "H", "H", "H", "H", "H", "H", "H"],
  "xyz": [[0.67608, -0.22928, -0.05361], [-0.47129, 1.82676, -0.87977], [-1.41250, 0.75541, -1.07797], [-1.16905, 1.08073, 1.20002], [-0.34402, 2.03291, 0.52838], [-1.80370, 0.26513, 0.21510], [0.06098, 2.76463, -1.90590], [-0.16013, 2.43179, -2.92514], [1.14853, 2.88939, -1.81458], [-0.37461, 3.77066, -1.79062], [0.38508, 3.16286, 1.16324], [0.59295, 3.95529, 0.43844], [1.33813, 2.79928, 1.56842], [-0.19095, 3.61741, 1.98316], [-1.54803, 1.07448, 2.63852], [-1.42596, 2.06597, 3.09249], [-0.93419, 0.34593, 3.18253], [-2.59724, 0.79282, 2.78940], [-2.92418, -0.66501, 0.51317], [-3.77445, -0.11816, 0.96000], [-2.63202, -1.43033, 1.24531], [-3.29533, -1.16747, -0.38400], [-2.20278, 0.50991, -2.31127], [-3.21348, 0.95581, -2.21226], [-2.34541, -0.56354, -2.48805], [-1.73224, 0.95534, -3.19657], [3.72227, -2.85418, -4.13727], [3.02827, -2.06478, -4.98041], [2.14686, -2.57908, -6.08524], [1.26873, -3.79118, -5.70119], [0.75687, -3.83796, -4.28723], [1.32950, -4.57853, -3.31855], [2.72175, -5.13939, -3.38964], [3.76856, -4.34373, -4.22768], [2.76020, -2.86958, -6.96206], [1.85091, -4.70496, -5.89818], [1.51071, -1.74887, -6.43933], [3.67754, -4.65101, -5.28284], [4.42241, -2.42146, -3.41414], [3.18945, -0.98157, -4.99734], [4.76247, -4.67990, -3.87343], [3.09502, -5.25535, -2.35964], [0.73154, -4.92385, -2.46615], [2.70144, -6.16278, -3.81318], [0.40133, -3.79417, -6.38650], [-0.22977, -3.38798, -4.13597], [1.98655, -0.49209, -2.30824], [-0.08815, -2.81225, 0.02727], [2.31338, -2.23646, -1.69600], [1.66776, -3.08199, -0.54615], [3.40607, -2.31209, -1.58277], [2.07738, -2.75141, -2.63540], [1.66189, -4.13410, -0.87013], [2.31871, -3.04720, 0.34355], [-0.05176, -3.57722, 1.68935], [-1.00050, -3.30885, 2.17977], [0.77631, -3.16280, 2.28881], [0.04476, -4.67280, 1.62773], [-1.26880, -3.76384, -0.96083], [-1.00144, -4.82895, -1.02326], [-1.34681, -3.34225, -1.97218], [-2.24894, -3.65422, -0.46717], [3.59532, 0.22294, -2.69383], [3.43260, 1.29666, -2.83185], [4.09107, -0.19681, -3.57111], [4.25683, 0.11446, -1.82586], [0.79681, -0.55990, -3.68239], [-0.17217, -0.95081, -3.35428], [1.11496, -1.19088, -4.51705], [0.64302, 0.46324, -4.04758], [0.72202, 0.16610, 5.70891], [1.39987, 1.39614, 5.36348], [1.07856, 2.50348, 6.22972], [1.54027, 1.72223, 3.95672], [2.32400, 0.65743, 3.21307], [3.38235, 0.09015, 3.93982], [4.20270, -0.89803, 3.39156], [4.01323, -1.26824, 2.05999], [2.99873, -0.62826, 1.31186], [2.08495, 0.24794, 1.89182], [0.83457, 0.03325, 6.79335], [1.17263, -0.68751, 5.19142], [-0.36059, 0.19323, 5.48229], [1.75906, 3.33896, 6.01703], [0.03931, 2.85773, 6.11215], [1.20951, 2.17975, 7.26995], [0.56291, 1.89597, 3.47952], [2.07327, 2.69112, 3.90658], [3.53101, 0.42329, 4.97734], [4.99256, -1.34086, 3.99773], [4.64573, -2.02077, 1.59526], [2.99875, -0.81615, 0.22810]]
}